Record 1
# C23H27ClN4O

C23H27ClN4O in the gas phase (ωB97M-V/def2-TZVPD, the Open Molecules 2025 dataset).

The geometry in XYZ format:
```
56
Properties=species:S:1:pos:R:3:forces:R:3
Cl -4.4131 1.3842 2.9773 0.003 -0.007 0.001
O 1.3709 -0.7554 -2.5964 0.002 -0.046 -0.023
N 0.5398 -0.8155 0.5442 0.033 0.027 0.040
N -0.5370 0.3789 -2.1350 0.179 0.123 0.042
N 0.4922 3.6702 0.9202 -0.002 0.022 -0.011
N -0.9682 2.4381 -0.2140 -0.009 -0.107 -0.058
C 2.5387 1.9020 0.6829 0.018 -0.075 -0.013
C -0.6465 -0.3303 1.1806 0.003 -0.034 -0.011
C -1.8843 -0.6054 0.6145 0.029 -0.007 0.024
C -3.4243 -0.7277 -3.6459 -0.023 0.023 -0.006
C -3.0453 -0.0859 1.1640 -0.045 -0.001 -0.018
C -1.5617 3.5885 0.1977 -0.048 0.027 0.030
C -1.7457 0.9455 2.9119 0.010 0.002 0.016
C 1.1968 0.1210 -0.3950 0.058 0.012 -0.110
C 1.5019 -1.4283 1.4612 -0.038 -0.028 0.017
C -1.1338 0.1826 -3.4438 -0.131 0.011 0.047
C 1.5335 -3.5523 0.0977 -0.026 -0.008 0.002
C 3.2612 -3.1284 1.8790 0.004 0.004 0.010
C 1.6996 4.0050 1.4686 -0.006 0.050 0.013
C 0.6802 -0.1011 -1.8282 -0.120 0.037 0.056
C -2.1340 -0.9480 -3.4287 0.041 -0.058 -0.049
C 1.3398 1.5364 0.1407 0.028 -0.022 0.018
C -1.5695 -2.3110 -3.1558 -0.002 -0.002 0.025
C 2.7303 3.1438 1.3451 0.054 0.023 0.035
C 2.3744 -2.5001 0.8077 0.046 0.002 0.000
C 0.2760 2.4841 0.2325 -0.066 0.084 0.011
C -2.9632 0.6992 2.2995 -0.006 0.009 0.006
C -0.5913 0.4253 2.3501 -0.038 0.010 0.009
C -0.6935 4.3714 0.9020 0.018 -0.031 -0.020
H 0.8265 -4.0107 0.7959 0.006 -0.003 -0.002
H -4.1448 -1.5367 -3.6425 0.001 0.002 0.006
H 3.8588 -2.3764 2.3995 -0.002 -0.003 0.000
H -0.9843 1.0161 -1.4754 -0.014 -0.051 -0.059
H -0.3323 -0.0319 -4.1527 0.014 -0.011 0.033
H 0.9662 -3.1152 -0.7225 0.003 0.007 -0.002
H 3.3718 1.2127 0.6236 0.001 0.005 -0.010
H 3.6917 3.3991 1.7654 -0.002 0.000 0.000
H -2.5942 3.7961 -0.0315 0.003 0.014 0.008
H 0.3648 0.6319 2.8158 0.008 -0.006 -0.006
H 1.7521 4.9593 1.9714 0.006 -0.006 0.001
H 0.9252 -1.9050 2.2578 -0.011 0.010 0.010
H 2.2154 -0.2453 -0.4911 0.020 0.002 -0.006
H 2.1687 -4.3417 -0.3073 -0.001 -0.002 0.000
H -2.3523 -3.0681 -3.1278 -0.004 0.001 -0.004
H -3.7993 0.2699 -3.8427 -0.001 -0.004 -0.001
H 2.6529 -3.6485 2.6239 0.004 0.001 0.003
H 3.0313 -2.0314 0.0669 -0.027 0.010 -0.023
H 2.1498 -0.6762 1.9415 -0.011 -0.020 0.018
H 3.9450 -3.8562 1.4410 -0.001 -0.002 0.000
H -1.6262 1.1090 -3.7424 0.010 0.003 -0.010
H -4.0074 -0.2875 0.7131 0.003 0.004 0.001
H -1.0326 -2.3268 -2.2039 0.009 0.006 0.000
H -0.7936 5.3331 1.3716 -0.002 0.006 0.002
H -0.8381 -2.5806 -3.9206 0.000 -0.002 0.004
H -1.9333 -1.2212 -0.2722 0.019 -0.005 -0.046
H -1.7056 1.5457 3.8108 0.003 0.001 -0.002
```
Positions in Å, forces in eV/Å.

Results
Total charge   0
Relative energy (zero: lowest compared OMol25 entry of this formula, charge and spin)   53.2 kJ/mol
Highest occupied orbital energy   -8.37 eV
Spin multiplicity   1
LUMO level   0.4 eV



Record 2
# C23H27F7N2O25

A molecular structure, C23H27F7N2O25 (ωB97M-V/def2-TZVPD, the Open Molecules 2025 dataset).

The geometry in XYZ format:
```
84
Properties=species:S:1:pos:R:3:forces:R:3
F -4.1862 -1.3902 1.5745 -1.390 -1.248 -1.912
F -3.7237 1.3577 -2.0619 1.267 -0.066 -1.286
F 4.9411 3.2258 -2.8461 0.570 -0.165 0.803
F 4.8140 1.6703 1.1980 1.716 0.815 2.808
F 0.0589 -3.1322 2.4001 -0.412 -0.232 -0.043
F -0.0198 2.5519 1.9043 0.138 1.884 -0.316
F -1.1919 -1.0161 1.3133 0.634 -0.841 -2.648
O 4.1175 -2.1117 -0.1353 1.050 0.044 -0.593
O -2.8723 -0.5444 2.9048 2.825 1.823 2.539
O 2.7577 0.9671 -3.9077 -1.713 -3.123 1.858
O -1.6647 0.3426 -0.5590 -2.866 -3.205 -0.895
O 2.8798 -0.6033 0.7590 -0.277 3.300 1.875
O -4.5372 -0.5464 -0.4549 0.212 -2.130 -1.443
O -0.7194 -0.3006 3.1733 4.093 -0.839 3.200
O -4.6405 1.4044 0.3666 -3.809 0.011 0.286
O 1.4927 -1.9650 -0.1286 -0.067 -7.497 -3.305
O -3.7246 3.4617 -2.9002 1.273 -0.440 -2.320
O 2.6943 -2.2572 2.4064 0.734 0.919 0.705
O -6.0144 0.9999 -1.3644 2.499 -2.186 3.514
O 1.6983 -3.4544 3.8504 -3.074 -1.845 3.539
O 1.7313 0.3382 -1.8940 5.828 5.879 -5.282
O 4.6675 0.0917 -0.2978 0.028 -0.591 -0.988
O 3.7606 -4.1307 3.2619 -3.502 3.373 -0.160
O -3.1740 -4.6907 -1.1437 0.003 -1.971 -0.633
O -3.0016 -2.6565 -0.8415 -0.211 2.863 -0.149
O -4.7763 4.0011 -1.1214 -0.637 0.116 2.447
O -5.5334 4.8837 -3.0510 3.879 -1.911 2.151
O -1.8264 1.4604 2.5955 0.710 0.335 0.767
O 3.5740 1.6759 -2.0460 -0.370 -0.439 -0.042
O 0.2184 1.1267 -0.0451 -0.663 2.143 -0.582
O 0.5940 -3.3205 -1.6106 7.003 1.119 -2.287
O -1.5316 2.5408 -0.4758 4.533 -2.641 2.731
N 1.3571 -2.4505 -1.2669 2.756 -0.167 0.339
N -2.4973 -3.7226 -0.9633 -0.115 -1.891 0.709
C -0.5575 1.9018 2.9314 0.898 0.301 1.212
C 0.4529 -0.2504 -0.1597 -3.689 -0.595 0.886
C -1.0482 1.4257 -0.4056 2.506 3.750 1.448
C 0.7081 -2.5621 3.4534 1.031 1.364 -0.997
C -3.6370 0.8448 1.0754 -0.500 -1.016 1.780
C 4.0945 1.2633 0.1914 -1.142 0.311 -0.445
C -4.6766 4.2281 -2.3916 -5.096 1.394 -2.844
C -1.0277 -3.8783 -0.7653 -3.925 -0.748 1.743
C 2.3192 -2.0687 -2.2982 -0.205 -0.408 -1.480
C 0.3245 0.6985 3.1618 -2.492 0.650 0.508
C -3.6216 -0.6276 0.5805 -1.211 1.426 1.877
C 4.5717 1.9254 -2.9583 -0.088 2.142 -3.373
C -1.8804 0.1309 2.8632 -3.701 -0.213 1.724
C 1.6158 -1.4528 2.9197 -0.308 -1.860 -0.891
C -3.1636 2.5958 -1.9574 -1.469 2.071 0.480
C -0.9801 -0.7713 -0.0136 3.233 -0.031 -1.773
C 3.8811 -0.9613 0.0605 2.580 -2.007 0.148
C -3.6387 3.2619 -0.6680 1.295 2.085 -0.630
C 2.6563 0.9037 -2.5380 -3.525 0.141 -1.916
C -5.1585 0.6217 -0.5314 -3.756 1.277 -3.749
C 3.7886 1.8322 -4.2838 0.179 0.029 -0.280
C 2.7037 0.7955 0.6582 1.782 1.741 -0.242
C 2.8021 -3.3215 3.2112 5.063 -3.056 -1.723
H -2.9004 4.0080 -0.3743 -0.185 0.183 -0.175
H 0.9084 -0.4880 -1.1210 -2.573 0.214 2.135
H 4.3969 1.4658 -5.1107 -0.237 -0.334 0.128
H -3.7925 2.5570 0.1490 0.093 2.722 -1.416
H -4.0443 0.9108 2.0843 0.692 -0.242 -0.039
H -2.0750 2.6015 -1.9024 -1.342 -0.113 -2.579
H -0.6015 -4.4162 -1.6122 -1.954 -1.031 0.857
H 1.9198 -0.7599 3.7042 0.511 -0.428 -0.149
H -0.9503 -4.3183 0.2289 0.227 -0.634 -0.213
H -0.6183 2.4789 3.8541 -0.088 0.769 -0.378
H 3.1799 2.6698 -4.6244 1.082 0.958 0.284
H -0.4894 -2.9348 -0.6753 -3.223 -0.659 1.019
H -1.2912 -1.6688 -0.5481 -0.068 0.949 -0.030
H -2.6097 -0.9976 0.4156 -3.544 -0.420 -0.420
H 3.2772 -2.3370 -1.8529 -0.022 0.193 -0.569
H 5.4283 1.2514 -2.9502 -0.019 0.031 0.750
H -2.7395 1.4567 0.9846 -0.972 -0.522 -0.254
H 4.1125 2.0468 -0.5662 0.240 -0.364 1.857
H 0.7750 0.7141 4.1542 0.163 0.052 -0.295
H 1.9150 1.0111 -0.0627 1.451 0.567 0.903
H 2.1400 -1.0221 -2.5444 0.674 -1.772 -0.018
H 1.1368 -0.6448 0.5918 -1.737 1.904 -0.058
H 1.0233 0.5597 2.3370 -0.646 0.688 0.615
H 2.0283 -2.6362 -3.1822 0.398 -0.260 0.243
H -0.0307 -2.1737 4.1543 0.390 -1.019 0.525
H 2.5621 1.2697 1.6293 -0.249 -0.234 -0.056
H 1.0890 -0.9461 2.1111 0.834 -1.143 0.478
```
Positions in Å, forces in eV/Å.

Results
Total charge   0
Relative energy (zero: lowest compared OMol25 entry of this formula, charge and spin)   2190.7 kJ/mol
Highest occupied orbital energy   -9.65 eV
Spin multiplicity   1
LUMO level   -1.4 eV



Record 3
# C23H27FN4O2PS2V

A molecular structure, C23H27FN4O2PS2V (ωB97M-V/def2-TZVPD, the Open Molecules 2025 dataset).

The geometry in XYZ format:
```
61
Properties=species:S:1:pos:R:3:forces:R:3
V -1.4524 -0.5078 -0.4549 0.449 -0.260 0.173
S 1.9958 -3.2215 -1.2104 -0.029 0.048 0.021
S 0.0906 -1.6046 1.0651 -0.077 0.019 0.071
P 1.7357 -1.6275 -0.1379 0.099 -0.017 -0.025
F -1.0715 -0.6121 -2.1951 -0.099 0.036 -0.070
O 1.5913 -0.2577 -0.9487 0.006 -0.009 0.039
O 2.9938 -1.2873 0.7968 -0.052 0.006 -0.033
N -2.8117 -2.1280 -0.4450 -0.056 -0.031 -0.119
N -1.3829 1.3049 0.3140 -0.043 0.129 -0.057
N -3.3006 0.2454 -0.9544 -0.242 0.115 -0.067
N -4.2817 -0.4751 -1.2702 -0.028 -0.019 -0.040
C 3.0981 -2.9459 2.5709 -0.003 0.015 -0.026
C -2.2953 2.1744 -0.2022 -0.061 -0.005 -0.040
C -3.4104 -4.4306 -0.4906 -0.015 0.001 -0.002
C -3.3759 1.6135 -0.9325 0.057 0.137 0.038
C -0.3695 1.8217 1.1752 0.004 0.005 0.025
C -4.4070 2.3884 -1.4814 -0.006 -0.043 -0.007
C -3.9831 -1.8269 -1.0400 -0.015 -0.093 0.095
C -4.9186 -2.7944 -1.3661 0.013 0.078 -0.047
C 3.5669 1.0294 -1.5053 -0.034 -0.027 0.005
C 3.8240 -2.3003 1.4070 0.032 -0.027 0.004
C 5.0955 -1.5943 1.8285 -0.021 -0.007 -0.011
C 1.7383 2.9326 1.4992 0.010 0.001 -0.004
C 1.6169 2.7755 2.8722 -0.013 -0.006 0.007
C -2.3013 3.5786 -0.0384 0.021 0.003 0.023
C 0.7480 2.4578 0.6526 0.015 -0.026 -0.019
C -3.3088 4.3259 -0.5953 -0.030 -0.024 -0.003
C 0.4966 2.1442 3.3959 0.022 0.013 -0.007
C 2.5185 0.0638 -2.0255 0.007 0.022 -0.007
C -4.6211 -4.1160 -1.0889 0.017 -0.038 0.007
C -2.5300 -3.4082 -0.1870 0.067 -0.042 0.012
C -4.3669 3.7471 -1.3266 0.032 0.025 0.015
C -0.4941 1.6709 2.5506 -0.018 -0.008 -0.004
C 1.6980 0.6314 -3.1621 -0.001 -0.016 0.013
H 1.1465 1.5122 -2.8256 0.001 0.003 -0.001
H -5.1336 4.3743 -1.7583 -0.007 0.005 0.003
H 0.9809 -0.1024 -3.5229 -0.010 0.003 0.006
H -1.5119 4.0540 0.5258 0.010 -0.004 -0.002
H 4.8731 -0.8278 2.5726 0.001 0.005 0.004
H 4.0402 -3.0497 0.6413 0.000 0.012 0.012
H 2.9909 -0.8686 -2.3434 -0.003 -0.008 0.010
H 5.7928 -2.3113 2.2629 0.006 0.000 0.006
H 5.5736 -1.1201 0.9718 0.007 0.000 -0.007
H 2.3574 0.9268 -3.9795 0.004 0.001 -0.011
H 4.0391 0.6361 -0.6070 0.017 -0.003 0.010
H -1.5621 -3.5935 0.2614 -0.009 0.007 0.008
H 3.7591 -3.6567 3.0691 0.000 -0.002 0.004
H 2.7891 -2.1849 3.2894 0.000 -0.002 0.014
H 0.3966 2.0134 4.4656 0.003 0.001 0.004
H -5.8446 -2.4894 -1.8302 -0.007 -0.001 0.000
H -1.3650 1.1636 2.9470 0.003 0.000 -0.004
H 2.3946 3.1388 3.5310 0.002 0.002 0.007
H 4.3319 1.1860 -2.2677 -0.005 0.004 -0.007
H 0.8390 2.5556 -0.4215 0.011 0.001 -0.020
H 3.1172 1.9948 -1.2681 -0.020 0.010 0.016
H -3.1409 -5.4513 -0.2633 0.010 -0.001 -0.008
H 2.6136 3.4159 1.0839 0.002 0.002 -0.003
H -5.1991 1.8944 -2.0274 -0.004 0.004 0.003
H 2.2125 -3.4814 2.2291 -0.007 -0.004 0.001
H -3.2900 5.4007 -0.4643 -0.001 0.007 -0.004
H -5.3259 -4.8970 -1.3409 -0.013 0.003 0.005
```
Positions in Å, forces in eV/Å.

Results
Total charge   0
Highest occupied orbital energy (alpha / beta)   -7.79 / -7.88 eV
Spin multiplicity   3
LUMO level (alpha / beta)   -1.6 / -1.8 eV



Record 4
# C23H27I2NO5S

A molecular structure, C23H27I2NO5S (ωB97M-V/def2-TZVPD, the Open Molecules 2025 dataset).

The geometry in XYZ format:
```
59
Properties=species:S:1:pos:R:3:forces:R:3
I -4.5201 -5.7978 0.3541 0.110 0.174 0.019
I -1.9159 -6.2861 2.8039 -0.019 0.253 -0.127
S -2.9561 -0.6992 -2.5134 0.008 0.174 0.030
O -1.0811 -1.9681 0.8141 -0.226 -0.244 -0.756
O -3.2085 -2.0096 -3.0602 -0.166 -0.018 0.050
O -3.8080 -0.1448 -1.4911 -0.141 -0.173 -0.007
O 2.9757 2.9287 -3.0142 -0.014 -0.094 0.388
O -1.0822 -1.7930 5.8218 -0.175 0.140 0.999
N 3.3693 0.5695 0.0042 -0.176 0.074 0.116
C 2.3837 1.2678 -0.8262 0.075 -0.024 0.008
C -1.6388 -3.1951 4.0328 -0.161 -0.066 -0.368
C 1.4393 -1.2264 1.7514 0.250 0.173 0.112
C 0.3428 -1.7286 2.6324 -0.169 -0.225 -0.006
C -1.2626 -0.6344 -1.9796 0.487 0.128 -0.094
C 2.6350 4.9450 -1.7656 -0.047 -0.169 0.290
C -2.4618 -4.3696 2.0688 -0.033 -0.631 -0.206
C -1.6662 -3.2961 2.7010 -0.252 -0.214 0.530
C -1.3425 0.9778 -3.8111 -0.011 -0.048 0.030
C 0.3145 -1.6515 3.9583 0.478 0.099 -0.291
C 2.0289 3.4577 0.4804 0.031 0.241 -0.288
C -3.8472 -2.8736 0.6450 -0.730 -0.173 0.018
C 1.7772 0.2494 1.9528 -0.029 -0.037 0.339
C -3.4276 -4.2033 1.1686 0.248 -0.078 0.071
C -0.4929 -0.1495 -3.2050 -0.148 0.007 -0.094
C -0.8262 -2.1765 4.7126 0.108 -0.077 -0.395
C 2.0083 4.8485 0.5416 0.051 0.040 -0.296
C 2.3144 5.6055 -0.5885 -0.001 -0.756 0.027
C 2.6707 3.5494 -1.8147 0.007 0.305 0.076
C 3.1702 0.6079 1.4517 -0.042 -0.295 -0.152
C -0.8394 -2.3279 1.9363 0.288 0.235 0.223
C 2.3679 2.7689 -0.6881 0.095 0.442 -0.330
C -2.7960 0.4801 -3.8622 0.245 0.204 -0.163
H 0.5072 0.1915 -2.9398 -0.016 0.012 -0.011
H 3.3580 -0.4026 -0.2781 0.143 -0.003 -0.121
H -0.9916 1.2604 -4.8024 -0.007 0.012 -0.003
H -1.2790 1.8634 -3.1761 0.003 -0.005 0.023
H 1.1782 -1.4287 0.7200 -0.023 -0.010 -0.221
H -3.5661 -2.7751 -0.3949 0.238 0.150 -0.205
H -1.2066 0.0884 -1.1665 -0.030 -0.030 0.063
H -0.9668 -1.6163 -1.6243 -0.101 -0.028 0.062
H 1.7712 2.9005 1.3635 -0.078 -0.077 0.159
H 2.8439 5.5200 -2.6547 0.063 -0.014 -0.198
H 2.2900 6.6821 -0.5746 -0.017 0.154 0.098
H -2.2231 -3.8637 4.6416 -0.164 -0.009 0.248
H -3.0144 -0.0480 -4.7882 -0.017 -0.087 0.046
H 2.6608 1.0638 -1.8518 0.061 -0.136 -0.193
H 2.3311 -1.8101 1.9828 0.134 -0.126 0.011
H 1.3636 0.8781 -0.7181 -0.153 0.016 0.254
H 1.7373 5.3506 1.4573 -0.018 -0.036 0.141
H 1.7326 0.4667 3.0190 0.080 0.065 0.160
H -0.3911 -0.9633 -3.9264 0.014 -0.024 0.020
H -4.9339 -2.8268 0.6508 -0.148 0.075 0.062
H -3.5178 1.2784 -3.7126 -0.085 -0.075 0.042
H -3.4721 -2.0524 1.2386 0.190 0.139 -0.023
H 1.1168 -1.2003 4.5203 0.026 0.210 0.185
H 3.6901 3.4189 -3.4285 -0.024 0.071 -0.154
H 3.8569 -0.1270 1.8697 0.184 -0.048 0.058
H 3.4951 1.5591 1.8571 -0.046 0.317 -0.089
H 1.0051 0.8674 1.5044 -0.150 0.116 -0.165
```
Positions in Å, forces in eV/Å.

Results
Total charge   0
Highest occupied orbital energy   -8.81 eV
Spin multiplicity   1
LUMO level   -1.5 eV